Record 1
22
Properties=species:S:1:pos:R:3:forces:R:3 method="wB97M-V/def2-TZVPD" relative_energy_ev=4.048 lumo_energy_ev=0.43 charge=0 homo_energy_ha=-0.282 orbital_gap_ev=8.104
N -1.054212 1.474710 -2.175849 -0.5 0.4 -0.6
H 1.943982 0.429797 -1.129739 0.1 0.0 0.0
H -0.188219 -0.392637 -1.885751 0.0 0.0 -0.2
H 1.361936 -0.111334 0.781126 -0.8 0.4 -0.7
C 1.208945 1.195191 -1.367051 -0.2 0.1 -0.4
H 0.160668 0.471191 2.665136 0.0 0.0 0.0
C -0.184672 0.615375 -1.473546 0.2 -0.6 3.3
O -0.966708 1.497241 0.838442 0.2 -0.8 0.3
H 1.483379 1.642030 -2.323256 0.1 0.0 0.0
H 1.220912 1.974498 -0.600247 0.0 0.0 0.0
C 0.563009 -0.764438 1.124983 0.0 -1.8 2.1
H -1.023750 2.422442 -1.816845 0.0 -0.1 0.1
H -2.347256 -0.882817 0.937132 0.5 -0.3 0.7
C -1.430954 -0.824907 0.353044 1.1 0.8 0.3
N 0.404288 -0.503089 2.515634 -0.1 0.0 -0.3
N 0.927228 -2.091874 0.775132 -0.2 -0.1 -0.2
H 1.919403 -2.260875 0.886775 0.0 0.1 0.0
H -2.012672 1.151755 -2.161584 0.0 0.1 0.0
H 0.413326 -2.791522 1.296677 0.0 0.1 -0.1
H -0.313596 -1.087294 2.930515 0.1 0.1 0.0
C -0.827238 0.448472 0.200275 -0.5 1.2 -4.4
H -1.257800 -1.611914 -0.371001 0.0 0.3 -0.1


Record 2
86
Properties=species:S:1:pos:R:3:forces:R:3 method="wB97M-V/def2-TZVPD" relative_energy_ev=0.000 lumo_energy_ev=0.39 charge=0 homo_energy_ha=-0.271 orbital_gap_ev=7.751
H -3.173545 -3.418700 3.821426 0.0 0.5 0.1
H 3.147140 -1.789650 -1.435958 -0.3 -0.2 -0.1
H 3.021056 -4.274883 -2.288573 -0.1 0.1 0.0
H 4.659007 -2.619315 -1.045381 -0.1 -0.1 -0.3
H 3.704325 3.830722 0.805943 0.0 0.2 -0.2
O -1.984032 1.452122 -0.718843 -0.2 -0.6 0.4
C 5.118020 2.250798 -0.969604 -0.2 0.6 -0.4
C 3.153122 3.202506 0.101319 0.1 0.7 0.2
O -2.801504 0.051162 3.691491 0.3 0.3 -0.1
H -3.563643 -1.086085 0.825103 0.2 -0.3 -0.1
H -1.835741 2.578775 -2.430122 -0.3 0.2 -0.2
H -2.658403 0.199485 -2.860646 -0.1 0.0 0.2
Hg -0.033569 0.465767 -0.247756 -1.1 0.7 -1.2
H 5.589818 2.002843 -1.920147 0.2 -0.2 0.1
C 1.318134 0.396069 -2.777481 0.1 0.6 1.3
H 5.371553 0.500050 0.394561 0.0 0.1 0.0
S -2.570152 -1.957044 -2.024821 -0.2 0.3 -0.4
H 3.864563 -3.274814 1.195118 0.2 -0.2 -0.4
O 1.444207 -3.888685 1.936617 -0.1 0.3 -0.1
H 5.804050 2.874278 -0.393170 0.1 -0.3 0.2
C -1.583951 -2.697455 -3.328637 -0.2 -0.3 -0.4
H -2.202925 -3.532267 -3.666645 0.1 0.0 0.0
H 2.120731 3.548287 0.072690 -0.1 -0.3 0.0
C -2.357094 3.641088 2.082772 0.0 -0.4 0.0
C 4.637614 1.002839 -0.232121 0.2 0.1 0.0
O -1.281545 -0.085125 1.714604 -0.1 -0.1 0.8
O -1.749084 -1.328532 -1.026308 0.1 -0.7 0.3
S -0.559540 3.676507 1.828059 -1.0 0.2 0.7
H 4.033356 3.998497 -1.778385 0.1 0.2 0.3
C -2.586836 3.679385 3.594754 0.3 0.7 0.4
C -1.334115 4.329756 4.233888 -0.3 -0.1 0.0
H -0.861422 -0.835379 -4.173854 0.0 0.0 0.0
H -1.866481 -4.296192 3.184049 0.3 0.2 -0.3
H -2.732078 2.694815 4.036615 0.1 -0.2 -0.3
H -2.424601 3.456671 -1.021513 -0.2 0.0 -0.1
H -3.767065 -3.729062 1.476510 0.0 0.0 0.1
H -3.455587 4.284741 3.854740 -0.1 -0.1 -0.2
C -0.163971 3.619460 3.601685 0.3 -0.7 -0.8
H -2.189346 -3.232101 0.936058 0.1 0.3 0.0
C -2.993543 -1.132022 -4.502261 -0.4 -0.3 -0.3
S 1.591725 -2.998827 0.806382 0.6 0.1 -0.5
O 3.843027 1.770013 2.196449 -0.1 -0.2 -0.2
H -2.754358 4.521841 1.584963 0.0 0.0 -0.1
H -1.384158 4.201988 5.314134 0.2 0.1 0.0
H 3.526617 -1.581272 1.115341 -0.3 0.3 -0.4
O -3.603529 -2.882426 -1.621583 0.1 -0.1 0.2
C -3.264467 -0.687633 -3.068922 0.1 0.8 -0.3
O 0.965500 -0.605728 -2.094310 0.0 -0.3 -0.4
H -4.294536 -0.463544 -2.804213 0.0 -0.3 0.1
C -2.937707 -3.060952 1.709920 -0.2 -0.3 0.1
O 1.779788 0.151832 -4.025791 0.0 -0.2 -0.4
S 3.319846 1.598101 0.860964 0.1 0.3 -0.1
H -1.207133 -2.088086 -5.372489 0.0 0.0 0.0
C 3.340495 -2.522484 0.600697 -0.7 -0.1 0.8
C 3.574312 -2.640253 -0.905023 1.0 0.1 0.8
C -3.435989 -1.629259 1.762782 0.1 0.6 -0.5
O -0.113309 2.449350 1.223765 0.7 0.4 0.1
C 2.956553 -3.995342 -1.239205 -0.2 0.2 0.1
H 3.479524 -4.747748 -0.645055 0.0 -0.1 -0.1
H -3.507428 2.283003 -1.823730 0.0 0.1 -0.1
O 1.319325 1.574086 -2.359781 -0.1 -0.2 -0.5
H -0.421913 -2.375997 2.939115 -0.1 0.2 -0.3
S -2.171188 -0.733069 2.650882 -0.2 -0.3 0.4
H -2.738895 2.730820 1.619836 0.1 0.0 -0.2
O -0.216545 4.950670 1.239317 0.3 -0.2 0.1
H 4.248044 0.310671 -0.977318 -0.3 -0.1 0.2
H -1.182148 -2.029302 4.462675 -0.3 0.3 0.0
H -4.359339 -1.506411 2.326913 0.1 -0.2 0.2
H -0.186858 2.539564 3.780491 -0.1 0.1 0.2
H -1.276432 5.389643 3.975413 -0.1 0.0 0.2
H 3.173647 2.484431 -1.886508 0.1 0.1 0.0
H 0.972723 -4.831167 -0.693865 0.0 0.0 0.4
C -1.545513 -1.642226 -4.437172 -0.3 -0.2 -0.2
H 0.949304 -3.195457 -1.389119 0.1 0.0 0.0
C -2.350653 -3.319934 3.105812 -0.4 -0.8 0.0
O 0.743648 -1.835293 0.676997 0.0 -0.3 0.5
O 2.126162 0.797720 0.695354 0.4 -0.4 0.1
H 0.859536 3.949504 3.768643 -0.1 0.4 0.0
H 1.947888 1.025116 -4.401565 0.0 0.0 0.0
C 3.844349 3.069757 -1.246164 -0.2 -0.7 -0.2
H -0.624730 -3.096146 -3.012764 0.0 0.3 0.3
H -3.695010 -1.916612 -4.814450 0.3 -0.3 0.3
C -2.464488 2.474631 -1.528317 1.3 -0.2 0.2
C -1.386950 -2.177725 3.404286 0.3 -0.4 0.1
H -3.203179 -0.382644 -5.267349 0.5 0.5 0.4
C 1.507517 -3.886517 -0.752222 -0.1 0.1 -0.6


Record 3
43
Properties=species:S:1:pos:R:3:forces:R:3 method="wB97M-V/def2-TZVPD" spin_multiplicity=3 relative_energy_ev=0.000 lumo_energy_ev="-3.73 / -6.52" charge=+1 homo_energy_ha="-0.414 / -0.423" orbital_gap_ev="7.530 / 4.985"
C 3.390627 -3.546980 -3.654877 0.0 0.0 0.0
H 2.762263 3.620761 -1.638428 0.0 0.0 0.0
C 1.045530 -0.959839 4.238420 0.1 0.0 -0.1
H 1.820113 -4.428833 -1.166127 0.0 0.0 0.0
H 3.601095 0.217688 -2.794650 0.0 0.0 0.0
H 0.904290 2.247944 4.025719 0.0 0.0 0.0
H 4.218395 1.564262 -1.832047 0.0 0.0 0.0
C 3.585843 -3.742725 -2.160468 -0.1 0.0 0.0
H 1.122902 -1.031718 5.326142 0.1 -0.1 0.0
C -0.058273 1.882209 4.391950 0.1 0.3 -0.2
H 4.296722 -3.021624 -1.761102 0.0 0.0 0.0
Au 0.177727 -0.295391 0.376515 0.1 -0.2 0.2
C -0.255280 2.859278 0.555493 0.1 -0.1 -0.1
H 3.035539 1.874039 -3.105639 0.0 0.0 0.0
H -2.120496 -1.540305 4.281363 -0.1 0.0 0.1
H 1.994795 -0.575987 3.856531 0.0 0.0 0.0
H -1.097249 2.573975 1.172458 0.0 0.0 0.0
N 1.849848 -0.204961 -0.964145 0.1 0.0 -0.2
Si -0.370926 0.149601 3.821656 -0.3 -0.3 0.4
S 0.242935 -2.534950 -0.233083 0.1 -0.1 0.0
C 3.335149 1.163331 -2.335008 0.0 0.0 0.0
C 1.502466 2.122089 -0.773676 0.1 -0.3 -0.1
H -1.798735 -0.436817 5.653260 -0.2 -0.1 0.0
H -2.829707 0.094041 4.291982 0.0 0.0 0.1
H 3.967208 -4.739573 -1.945862 0.0 0.0 0.0
C 0.090291 4.184831 0.350204 0.0 0.0 0.0
H 3.090937 -2.523528 -3.878415 0.0 0.0 0.0
C -1.964791 -0.503344 4.575139 0.2 0.1 -0.2
H -0.837073 2.580792 4.081621 0.0 0.0 0.0
N 2.339309 -3.600975 -1.404606 0.0 0.0 0.1
C 1.187589 4.466469 -0.442573 0.0 0.0 0.0
H -0.021210 1.881152 5.483870 0.0 0.0 0.0
O -0.720668 0.112052 2.189806 -0.1 0.3 -0.4
H 2.626025 -4.221224 -4.041299 0.0 0.0 0.0
C 1.811976 -2.429539 -1.049291 0.1 0.0 -0.3
N 2.461216 -1.334309 -1.394081 -0.4 0.1 0.3
N 0.434976 1.863430 0.004139 0.1 0.2 0.1
H 0.892829 -1.961781 3.832608 0.0 0.0 0.1
H 1.489866 5.490110 -0.619375 0.0 0.0 0.0
H -0.492390 4.971316 0.807754 0.0 0.0 0.0
C 1.902832 3.423204 -1.014914 0.0 0.1 0.0
C 2.228055 0.956727 -1.358151 -0.1 0.2 0.1
H 4.321851 -3.755497 -4.181810 0.0 0.0 0.0


Record 4
21
Properties=species:S:1:pos:R:3:forces:R:3 method="wB97M-V/def2-TZVPD" smiles="Cl[C@]1(n2cccn2)C=CC=CC1" relative_energy_ev=2.568 lumo_energy_ev=0.50 charge=0 homo_energy_ha=-0.325 orbital_gap_ev=9.340
H -2.081878 -1.721728 -0.512380 -0.4 0.3 0.0
H 0.843052 1.305367 1.073815 0.2 2.0 0.2
C 0.484192 -0.410935 -1.313047 -0.6 0.1 -0.9
H 1.989374 -0.314134 -2.935387 -1.1 -0.1 1.8
H 3.419047 0.693371 0.891415 2.9 1.0 2.1
C 1.314010 0.368125 0.951838 -0.9 0.3 -1.8
H 3.840980 0.202729 -1.329642 1.8 0.0 -1.4
H -0.389695 -0.750137 -1.952620 1.3 0.6 0.8
C 0.217100 -0.335358 0.193380 1.8 -2.8 -2.6
C -2.819574 1.016178 1.126309 2.8 1.2 0.6
N -1.472409 0.981151 1.165011 -0.8 -0.4 -0.2
C 1.711955 -0.228927 -1.817679 0.6 0.1 -2.3
H -4.389617 -0.179704 0.146813 0.6 -0.1 0.1
C 2.864730 0.134425 -1.013350 -2.2 0.1 2.7
C 2.679001 0.394195 0.290047 -3.6 -1.0 -2.0
N -1.137895 -0.115370 0.465707 -1.6 2.0 0.9
H 1.269657 -0.042794 1.903036 0.5 -0.8 2.0
C -3.333582 0.005721 0.360006 -0.6 -1.8 -0.7
C -2.226354 -0.770729 -0.014128 -0.2 0.7 0.0
Cl 0.355279 -2.085498 0.629075 0.6 -1.7 0.5
H -3.137373 1.854054 1.691782 -1.3 0.4 0.1


Record 5
12
Properties=species:S:1:pos:R:3:forces:R:3 method="wB97M-V/def2-TZVPD" smiles="C=CN(N)C=S" relative_energy_ev=2.308 lumo_energy_ev=0.23 charge=0 homo_energy_ha=-0.314 orbital_gap_ev=8.763
H 0.570209 1.708550 0.972854 -0.1 1.0 1.0
S -2.969960 -0.536091 0.040686 1.3 0.8 -0.1
H 0.307231 1.996353 -0.680034 0.1 0.6 0.2
C 1.543728 -1.261250 -0.010149 0.6 -0.7 0.2
C 0.244300 -1.011340 -0.013365 -1.2 -0.7 -0.1
H -0.443165 -1.879419 -0.077332 0.1 1.1 0.4
C -1.691120 0.540972 -0.055824 -1.1 -0.9 -0.2
H 2.286696 -0.480728 -0.097047 0.0 0.0 0.3
H 1.889572 -2.317245 0.121002 -0.4 1.1 -0.5
H -1.948206 1.595545 -0.245934 0.5 -0.3 0.4
N 0.574272 1.362576 0.052630 -0.6 -1.7 -1.5
N -0.363563 0.282077 -0.007485 0.7 -0.2 -0.1


Record 6
14
Properties=species:S:1:pos:R:3:forces:R:3 method="wB97M-V/def2-TZVPD" relative_energy_ev=3.447 lumo_energy_ev=0.81 charge=0 homo_energy_ha=-0.314 orbital_gap_ev=9.352
H 2.096202 1.392759 0.862527 -0.1 -0.1 0.0
C 1.370592 0.598510 0.673011 0.2 0.0 0.2
H -1.229417 1.659560 -0.537729 0.1 -0.1 0.0
C -0.021333 0.862348 1.294450 0.0 0.0 0.1
O -1.548139 -2.172704 -1.259626 -0.2 0.1 0.1
H -0.442987 0.082009 1.934722 0.0 0.1 -0.1
H -0.079882 1.824031 1.808788 0.0 -0.1 -0.1
H -2.228881 -1.522801 -1.038773 0.0 -0.2 0.0
H 1.830429 -0.374303 0.871050 -0.1 0.1 0.0
C -0.346307 -1.527545 -1.255441 0.3 0.2 0.0
C -0.151864 -0.291475 -0.838317 -0.1 -0.3 0.0
H 0.455140 -2.146361 -1.644817 -0.1 0.1 0.0
C -0.547902 0.909529 -0.141896 -0.4 0.2 0.0
N 0.844349 0.706442 -0.727948 0.2 -0.1 -0.2


no.,DFT total energy (Ha)
1,-437.70533
2,-4062.32676
3,-1625.96176
4,-917.96613
5,-625.53716
6,-324.59781